1.
Formula: C5H3ClO2
Source: the OMol25 dataset
Level of theory: ωB97M-V/def2-TZVPD

```
11
Properties=species:S:1:pos:R:3:lowdin_charge:R:1
C 0.753 1.816 -2.759 0.16
C 0.531 0.484 -0.450 -0.49
C -0.359 -1.011 1.938 -0.55
H -1.795 -1.648 0.517 0.13
H 0.845 2.327 -3.707 0.05
H 0.491 -0.436 2.244 0.06
C 0.627 1.203 -1.725 0.01
C -0.932 -0.992 0.750 -0.17
O 1.341 0.617 0.420 0.14
Cl -0.930 -2.067 3.173 0.62
O -0.572 -0.294 -0.400 0.04
```

Calculated values
E_HOMO	-9.635	eV
energy above the lowest of the compared OMol25 structures with the same formula, charge and spin	46.9	kcal/mol
gap between HOMO and LUMO	9.878	eV
spin multiplicity	1
structure (SMILES)	C#CC(=O)O/C=C/Cl


2.
Formula: C4H7N3
Source: the OMol25 dataset
Level of theory: ωB97M-V/def2-TZVPD

```
14
Properties=species:S:1:pos:R:3:lowdin_charge:R:1
C -0.395 1.307 -0.213 -0.23
H -0.324 2.154 0.675 0.16
H 1.573 1.146 -1.016 0.15
H -0.540 -2.695 -0.339 0.10
C 0.872 0.603 -0.289 -0.28
H -0.744 1.870 -1.185 0.13
C 1.351 -0.465 0.669 -0.14
N -1.445 0.370 0.241 -0.11
H -2.466 0.675 0.189 0.13
H 2.566 -0.364 0.678 0.14
C -0.471 -1.598 -0.375 -0.20
H 0.767 -1.023 1.554 0.16
N -1.585 -1.065 0.054 0.03
N 0.841 -0.915 -0.643 -0.05
```

Calculated values
E_HOMO	-8.401	eV
energy above the lowest of the compared OMol25 structures with the same formula, charge and spin	100.1	kcal/mol
gap between HOMO and LUMO	9.397	eV
spin multiplicity	1
structure (SMILES)	C1=NNC[C@H]2CN12